# 1
The following is a quantum chemistry calculation of an isolated molecule of C2H8N6 at a distorted geometry, from the OMol25 dataset.

```
16
Properties=species:S:1:pos:R:3:forces:R:3:mulliken_charge:R:1
C 1.3340 -0.1040 -0.1940 1.4 0.2 -1.2 0.687
C -1.7883 0.0493 -0.0034 -2.6 -1.1 -1.0 0.513
H 2.8487 1.3682 -0.9421 -2.1 -1.8 1.8 0.274
H 3.5136 0.4087 0.3542 -4.6 0.1 -1.7 0.274
H 1.7494 -0.7874 1.7123 -0.8 -1.6 -3.6 0.299
H 0.6580 -1.8553 0.5955 2.7 2.2 0.6 0.363
H -1.1746 -1.2251 -1.3677 0.1 -0.5 -1.1 0.189
H -2.1831 1.6666 0.9854 2.3 -0.2 -1.4 0.329
H -0.7485 1.7613 -0.2027 -0.8 -0.3 1.0 0.276
H -3.4194 -1.1998 -0.3269 1.2 0.6 0.3 0.184
N 2.4914 0.6846 -0.1619 4.5 2.0 -0.8 -0.500
N 1.5710 -1.1871 0.6465 -3.2 -0.8 3.2 -0.629
N 0.3086 0.1270 -1.0081 3.6 0.5 0.6 -0.882
N -0.7863 -0.6303 -0.6808 -1.2 -0.8 1.5 -0.080
N -1.3057 1.2423 0.5076 -2.8 0.6 1.3 -0.519
N -3.0687 -0.3191 0.0860 2.3 1.1 0.3 -0.776
```
Positions in Å, forces in eV/Å.

Summary:
Energy above the lowest of the compared OMol25 structures with the same formula, charge and spin, kcal/mol: 48.90
SMILES string: [H]/N=C(/N)NN=C(N)N
Frontier orbital gap, eV: 8.843
HOMO energy, eV: -8.2050
Energy, Eh: -409.4587

***

# 2
The following is a quantum chemistry calculation of a cluster of 2 separate species, C2H8NO in total at a distorted geometry, from the OMol25 dataset.

```
12
Properties=species:S:1:pos:R:3:forces:R:3:mulliken_spin:R:1
C -0.6098 1.0423 0.9155 -0.6 -1.0 -1.7 -0.008
C -1.4673 -0.8594 -0.7660 -1.3 -0.9 1.2 0.718
N -0.7683 0.1970 -0.2805 2.0 1.0 -1.3 0.255
H -1.2686 0.6862 1.6966 0.1 0.2 0.3 0.006
H -0.8628 2.0405 0.5604 -0.2 0.3 0.6 0.006
H 0.4537 1.0344 1.1502 -0.1 -0.1 0.6 0.010
H -1.9919 -1.5191 -0.0853 -0.1 0.1 -0.1 0.015
H -1.3976 -1.1198 -1.8080 0.2 0.2 0.0 0.014
H -0.0535 0.4375 -0.9588 -0.1 0.2 0.3 -0.019
H 3.2583 -0.5630 -0.6256 1.2 -0.1 -0.3 0.001
H 2.3449 -0.8723 0.5475 0.0 0.0 -0.3 0.000
O 2.3628 -0.5043 -0.3460 -1.2 0.1 0.6 0.002
```
Positions in Å, forces in eV/Å.

Summary:
Energy above the lowest of the compared OMol25 structures with the same formula, charge and spin, kcal/mol: 20.14
Frontier orbital gap (spin up / spin down), eV: 6.118 / 10.338
HOMO energy (spin up / spin down), eV: -5.3738 / -9.6062
Energy, Eh: -210.8982
2S+1: 2

***

# 3
The following is a quantum chemistry calculation of a cluster of 2 separate species, C2H8NO in total, from the OMol25 dataset.

```
12
Properties=species:S:1:pos:R:3:forces:R:3:mulliken_spin:R:1
O 0.0047 -0.5295 -2.8565 0.1 0.2 -0.1 0.993
H 0.3739 0.3271 -3.1532 -0.1 -0.2 0.1 -0.023
C -0.3615 0.7273 -0.0337 0.0 0.3 -0.1 0.041
N 0.5241 -0.0440 0.8410 -0.4 0.8 -0.2 -0.002
C -0.0484 -0.2462 2.1624 0.9 0.0 0.4 0.000
H -0.0202 1.7521 -0.2160 0.1 0.0 0.4 -0.001
H -1.3714 0.7832 0.3846 -0.1 0.0 -0.2 0.002
H -0.4209 0.3004 -1.0432 -0.1 -0.3 0.3 -0.013
H 0.6559 -0.9242 0.3996 0.3 -0.8 -0.2 0.003
H -0.9288 -0.8967 2.1699 -0.2 0.2 0.1 0.000
H 0.7085 -0.6895 2.8186 -0.1 -0.2 -0.2 0.000
H -0.2328 0.7222 2.6291 -0.4 0.0 -0.2 0.000
```
Positions in Å, forces in eV/Å.

Summary:
Energy above the lowest of the compared OMol25 structures with the same formula, charge and spin, kcal/mol: 37.13
Frontier orbital gap (spin up / spin down), eV: 9.875 / 6.703
HOMO energy (spin up / spin down), eV: -8.8686 / -8.8620
Energy, Eh: -210.8711
2S+1: 2

***

# 4
The following is a quantum chemistry calculation of the ion C2H8NO2 with charge +1 at a distorted geometry, from the OMol25 dataset.

```
13
Properties=species:S:1:pos:R:3:forces:R:3:mulliken_charge:R:1
C 0.6455 0.8471 0.4034 -0.6 -0.4 1.7 -0.261
C -0.7642 0.1366 0.2255 0.3 0.2 1.9 -0.196
N -0.4859 -1.2110 -0.3016 2.8 -1.1 1.8 -0.250
O 1.5878 -0.2184 0.4736 1.5 0.7 -0.5 -0.539
O -1.5429 0.7774 -0.6610 -2.1 -0.1 0.5 -0.477
H 0.7476 1.4236 -0.5365 0.4 0.2 0.8 0.323
H 0.7798 1.3902 1.4135 -0.8 -0.1 -2.0 0.277
H -1.3952 -0.1117 1.0929 0.6 1.0 0.3 0.415
H 0.5665 -1.3718 0.0193 -1.3 0.3 -1.4 0.377
H -0.6105 -1.0608 -1.2820 -0.1 -1.3 -1.0 0.304
H -0.9683 -1.9606 0.1960 -0.7 0.1 -0.9 0.360
H 2.4831 0.1472 0.2695 -0.9 -0.7 0.3 0.341
H -1.0435 1.2121 -1.3125 1.0 1.2 -1.5 0.326
```
Positions in Å, forces in eV/Å.

Summary:
Energy above the lowest of the compared OMol25 structures with the same formula, charge and spin, kcal/mol: 45.91
SMILES string: [NH3+][C@H](O)CO
Frontier orbital gap, eV: 12.566
HOMO energy, eV: -16.0798
Energy, Eh: -285.9453
Charge: +1

***

# 5
The following is a quantum chemistry calculation of the ion C2H8NO2 with charge +1 at a distorted geometry, from the OMol25 dataset.

```
13
Properties=species:S:1:pos:R:3:forces:R:3:mulliken_charge:R:1
C -0.4338 0.8498 -0.1215 1.8 2.0 -1.0 -0.446
C -0.9718 -0.2920 -0.8553 1.6 -4.3 1.3 -0.445
N 0.6059 0.3777 0.8209 -1.7 1.6 0.9 -0.223
O -0.1887 -2.2177 0.2610 -1.1 -2.8 -0.1 -0.379
O 0.2082 -1.4736 -0.8300 -1.7 3.6 -1.3 -0.305
H -1.2079 1.3211 0.4598 -0.3 0.5 0.0 0.347
H 0.2007 1.6087 -0.7202 -1.8 -1.0 0.5 0.368
H -1.6810 -0.8820 -0.1924 0.2 1.2 -1.6 0.360
H -1.1400 -0.1185 -1.8792 -0.8 0.0 -1.1 0.346
H 1.4038 0.2118 0.2828 2.1 -0.1 -0.7 0.322
H 0.3727 -0.5046 1.2122 -0.5 -1.1 1.1 0.334
H 0.6219 1.1671 1.4720 1.1 -0.7 0.5 0.356
H -0.7049 -2.9534 -0.2190 1.0 1.1 1.5 0.364
```
Positions in Å, forces in eV/Å.

Summary:
Energy above the lowest of the compared OMol25 structures with the same formula, charge and spin, kcal/mol: 117.30
SMILES string: [NH3+]CCOO
Frontier orbital gap, eV: 11.492
HOMO energy, eV: -15.2444
Energy, Eh: -285.8315
Charge: +1

***

# 6
The following is a quantum chemistry calculation of a cluster of 2 separate species, C2H8NO2 in total at a distorted geometry, from the OMol25 dataset.

```
13
Properties=species:S:1:pos:R:3:forces:R:3:mulliken_charge:R:1
C -1.2153 0.9289 0.0301 1.4 -4.2 -3.7 -0.338
C 1.0066 0.1625 -0.3822 -3.5 -0.3 1.6 -0.394
N 0.8277 -1.2399 0.3102 0.1 -0.6 0.2 -0.378
O -1.8792 -0.1577 0.5734 1.5 1.7 0.4 -0.493
O 1.7785 0.9512 0.3567 0.1 0.1 1.1 -0.411
H -0.8604 1.7228 0.5383 0.8 2.0 3.0 0.435
H -1.3822 1.2899 -0.9792 -0.8 -0.7 -0.1 0.340
H 1.4538 0.0259 -1.3050 0.3 -0.4 -2.1 0.376
H -0.1996 -1.2957 0.6398 1.8 0.2 0.4 0.369
H 1.6312 -1.4601 1.0236 -2.2 0.6 -1.2 0.377
H 0.8660 -2.0002 -0.3849 0.2 0.3 0.1 0.360
H -2.5394 -0.5579 0.0066 -0.2 0.2 -0.6 0.350
H 1.2330 0.9696 1.1464 0.7 1.1 1.0 0.407
```
Positions in Å, forces in eV/Å.

Summary:
Energy above the lowest of the compared OMol25 structures with the same formula, charge and spin, kcal/mol: 108.19
Frontier orbital gap, eV: 9.300
HOMO energy, eV: -13.2509
Energy, Eh: -285.8460
Charge: +1

***

# 7
The following is a quantum chemistry calculation of a structure of composition C2H8NO2P at a distorted geometry, from the OMol25 dataset.

```
14
Properties=species:S:1:pos:R:3:forces:R:3:mulliken_charge:R:1
C 0.8256 -0.1784 -1.3186 3.2 0.9 -0.6 -0.850
C -1.6740 0.5972 0.0525 1.6 0.9 0.1 -1.058
N 1.3417 -1.7728 2.0062 1.3 0.3 1.8 -0.344
O 0.9222 1.7020 0.7894 -0.1 -0.5 -0.5 -0.616
O 0.1555 -1.2496 1.6958 -1.2 3.3 -2.1 -0.436
P 0.2506 0.5287 0.1949 -2.5 -1.8 3.4 0.819
H -0.0166 0.0502 -1.8751 -1.9 -0.3 -1.6 0.345
H 1.6042 0.5453 -1.8158 -0.9 -1.7 1.2 0.307
H 1.0888 -1.2613 -1.3235 -0.2 1.0 0.0 0.327
H -2.0358 1.4360 -0.5693 0.5 0.1 0.6 0.375
H -2.1235 -0.2457 -0.4227 0.2 -1.1 -0.2 0.373
H -2.0299 0.6524 1.0775 -0.1 0.2 0.0 0.300
H 1.9885 -1.1866 2.6306 -1.3 -0.7 -1.5 0.240
H 1.7291 -2.0694 1.1467 1.4 -0.5 -0.5 0.217
```
Positions in Å, forces in eV/Å.

Summary:
Energy above the lowest of the compared OMol25 structures with the same formula, charge and spin, kcal/mol: 109.35
Frontier orbital gap (spin up / spin down), eV: 8.067 / 8.063
HOMO energy (spin up / spin down), eV: -7.7972 / -7.7938
Energy, Eh: -627.4817

***

# 8
The following is a quantum chemistry calculation of an isolated molecule of C2H8NO2PS at a distorted geometry, from the OMol25 dataset.

```
15
Properties=species:S:1:pos:R:3:forces:R:3:mulliken_charge:R:1
C -1.6702 0.3018 -0.5510 -0.9 -0.7 3.4 -0.632
C -0.4565 0.7854 0.2315 2.8 -0.9 -2.7 -0.637
N -2.3645 -0.8755 0.1430 0.0 0.4 -0.1 -0.571
O 0.9961 -0.9144 -1.4174 -0.2 -0.2 -0.6 -0.575
O 0.8697 -1.4438 1.0467 0.4 0.6 -1.0 -0.591
P 2.8353 0.8062 0.0373 0.1 1.2 -0.4 -0.122
S 1.0102 -0.4850 -0.0490 -1.0 -0.1 2.2 0.945
H -2.2635 1.2502 -0.6704 -0.2 -1.4 0.0 0.278
H -1.4110 -0.1417 -1.4659 0.6 0.1 -1.5 0.394
H -0.5116 0.9337 1.2686 -0.4 -0.1 1.4 0.407
H 0.0122 1.6607 -0.2288 -0.3 0.2 0.0 0.439
H -2.7032 -0.7657 1.1191 0.7 0.3 -1.1 0.239
H -1.8146 -1.7605 0.0821 -0.5 1.4 0.0 0.264
H 3.8946 0.2062 -0.6856 -0.7 -0.5 -0.6 0.087
H 3.5769 0.4424 1.1397 -0.3 -0.4 1.2 0.076
```
Positions in Å, forces in eV/Å.

Summary:
Energy above the lowest of the compared OMol25 structures with the same formula, charge and spin, kcal/mol: 125.33
SMILES string: NCCS(=O)(=O)P
Frontier orbital gap, eV: 9.526
HOMO energy, eV: -9.3205
Energy, Eh: -1025.6895